The following is a quantum chemistry calculation of a 4-piece molecular cluster, C4H12O4 overall, from the OMol25 dataset.

Computed properties:
HOMO = -8.22 eV
Total charge = 0
Structure (SMILES) = C=C/C=C/O.O.O.O
Kohn-Sham gap = 8.63 eV
2S+1 = 1

Positions of all 20 atoms, in Å:
C -2.72 1.91 1.75
C -2.12 1.76 0.55
C -1.69 0.33 0.13
C -1.07 0.21 -1.06
O -0.68 -1.04 -1.40
H -3.16 2.77 2.13
H -2.86 0.94 2.26
H -2.13 2.56 -0.18
H -1.92 -0.45 0.90
H -0.77 1.12 -1.64
H 0.16 -1.26 -1.90
O 1.90 -0.15 -2.49
H 2.48 -0.61 -1.79
H 1.77 0.66 -2.02
O -0.94 -3.10 1.65
H -0.94 -2.75 0.77
H -1.85 -2.81 1.91
O 5.22 0.19 -0.01
H 6.14 0.05 -0.38
H 5.19 -0.33 0.81

Atomic partial charges in e from the natural (NBO) method, atoms 1 to 6: number 1, C, carries -0.41; number 2, C, carries -0.20; number 3, C, carries -0.31; number 4, C, carries 0.14; number 5, O, carries -0.74; number 6, H, carries 0.20